# 1
The following is a quantum chemistry calculation of a cluster of 13 separate species, C43H68N8O7S4 in total, from OMol25.

As for the HOMO energy: -8.012 eV. Its LUMO energy is 0.34 eV. The calculated total energy comes out at -4236.56489 Eh. The HOMO-LUMO gap comes out at 0.307 hartree. The net charge is 0.

Each line ends with the Löwdin charge.
Element x y z (Å)
N  13.094  10.556  15.431  0.017
C  13.691  9.351  15.143  -0.125
C  14.123  8.803  16.356  -0.127
C  13.782  9.725  17.329  -0.170
C  13.148  10.802  16.775  -0.151
H  12.449  11.085  14.838  0.100
H  13.793  9.017  14.135  0.096
H  14.673  7.847  16.459  0.102
H  14.135  9.653  18.383  0.104
H  12.670  11.710  17.211  0.121
N  10.622  16.089  11.125  0.007
C  10.566  15.160  12.091  -0.135
C  9.177  14.913  12.305  -0.111
C  8.470  15.741  11.430  -0.110
C  9.404  16.447  10.708  -0.138
H  11.423  16.526  10.700  0.068
H  11.406  14.620  12.496  0.085
H  8.794  14.290  13.076  0.065
H  7.415  15.873  11.343  0.088
H  9.356  17.064  9.816  0.121
N  10.110  17.887  16.691  0.032
C  9.010  18.548  17.095  -0.161
C  8.033  18.497  16.106  -0.081
C  8.654  17.758  15.038  -0.125
C  9.890  17.345  15.399  -0.127
H  10.993  17.805  17.076  0.105
H  9.009  19.118  18.012  0.109
H  7.008  18.918  16.012  0.103
H  8.157  17.511  14.126  0.082
H  10.580  16.752  14.859  0.084
N  10.377  12.612  9.929  0.016
C  11.444  11.780  9.661  -0.151
C  11.317  11.308  8.380  -0.100
C  10.176  11.941  7.852  -0.145
C  9.562  12.683  8.792  -0.122
H  10.235  13.277  10.680  0.096
H  12.199  11.580  10.410  0.109
H  11.844  10.502  7.858  0.106
H  9.847  11.662  6.863  0.094
H  8.706  13.299  8.715  0.099
N  15.097  15.040  15.286  0.035
C  15.178  14.959  13.921  -0.157
C  14.005  14.446  13.507  -0.157
C  13.140  14.181  14.556  -0.090
C  13.873  14.564  15.700  -0.109
H  15.848  15.152  15.952  0.081
H  16.108  15.194  13.436  0.100
H  13.881  14.176  12.484  0.078
H  12.125  13.736  14.519  0.070
H  13.591  14.488  16.693  0.087
N  9.036  15.011  17.550  0.025
C  9.477  13.709  17.295  -0.106
C  9.740  13.185  18.533  -0.156
C  9.470  14.116  19.521  -0.131
C  9.004  15.237  18.884  -0.153
H  8.857  15.724  16.825  0.120
H  9.647  13.455  16.291  0.067
H  10.118  12.168  18.798  0.104
H  9.554  13.834  20.570  0.097
H  8.552  16.072  19.373  0.101
N  18.710  15.476  14.461  0.028
C  19.528  14.386  14.066  -0.142
C  20.165  14.702  12.886  -0.122
C  19.589  15.945  12.468  -0.132
C  18.749  16.419  13.427  -0.121
H  18.462  15.581  15.457  0.117
H  19.608  13.474  14.699  0.101
H  20.829  14.128  12.266  0.091
H  19.871  16.407  11.506  0.105
H  18.151  17.285  13.495  0.077
N  15.098  18.794  16.544  0.025
C  15.191  17.804  17.504  -0.115
C  14.353  18.146  18.550  -0.093
C  13.571  19.251  18.082  -0.122
C  14.095  19.649  16.875  -0.177
H  15.475  18.741  15.607  0.090
H  15.817  16.942  17.389  0.088
H  14.163  17.592  19.409  0.067
H  12.668  19.659  18.587  0.101
H  13.890  20.531  16.284  0.109
C  11.871  15.413  8.039  -0.239
S  13.140  16.595  8.601  0.858
O  12.375  17.485  9.507  -0.571
C  14.176  15.362  9.510  -0.232
H  11.296  16.046  7.387  0.042
H  11.293  15.033  8.860  0.018
H  12.326  14.570  7.512  0.065
H  13.549  14.673  10.157  0.064
H  14.790  15.998  10.162  0.040
H  14.705  14.868  8.740  0.032
C  9.241  10.245  15.181  -0.224
S  9.495  11.414  13.802  0.833
O  10.731  12.182  14.179  -0.598
C  10.068  10.338  12.440  -0.214
H  8.212  9.882  15.110  0.053
H  9.403  10.926  16.070  0.059
H  10.041  9.527  15.096  0.040
H  10.267  11.107  11.735  -0.018
H  9.227  9.733  12.119  0.061
H  10.953  9.766  12.757  0.068
C  16.953  11.899  16.185  -0.175
S  17.933  13.095  17.247  0.836
O  17.397  14.449  17.003  -0.570
C  17.213  12.668  18.770  -0.288
H  15.958  12.264  16.379  0.034
H  17.063  10.862  16.540  0.071
H  17.301  12.148  15.203  0.003
H  16.146  12.793  18.828  0.064
H  17.684  13.217  19.570  0.053
H  17.488  11.642  19.013  0.062
C  13.985  19.997  12.635  -0.193
S  14.554  18.204  12.903  0.857
O  15.829  18.215  13.677  -0.581
C  13.249  17.785  14.117  -0.245
H  14.115  20.459  13.587  0.024
H  12.997  20.138  12.286  0.041
H  14.649  20.410  11.893  0.040
H  13.030  18.624  14.773  0.037
H  13.601  17.004  14.787  0.026
H  12.468  17.329  13.535  0.030
C  17.918  12.872  11.108  -0.075
C  17.459  12.128  12.369  -0.097
O  16.484  11.162  11.848  0.042
C  16.171  11.469  10.549  -0.557
O  15.269  11.017  9.889  0.127
O  16.923  12.492  10.095  0.048
H  18.865  12.459  10.867  0.112
H  17.958  13.952  11.172  0.114
H  16.910  12.758  13.080  0.102
H  18.228  11.565  12.852  0.115



# 2
The following is a quantum chemistry calculation of the ion C4H6NO2S with charge -1, from OMol25.

The calculation puts the energy above the lowest of the compared OMol25 structures with the same formula, charge and spin at 1.063 eV. As for the HOMO energy: -3.430 eV. Its LUMO energy is 3.53 eV. As for the SMILES: CN(C)C(=O)C([O-])=S. The calculated total energy comes out at -759.46458 Eh. The HOMO-LUMO gap comes out at 0.256 hartree. The net charge is -1.

Each line ends with the Löwdin charge.
Element x y z (Å)
C  0.099  -1.248  -0.585  -0.099
N  0.299  0.155  -0.189  -0.161
C  1.513  0.842  -0.735  -0.073
C  -0.373  0.668  0.857  -0.456
O  0.020  1.670  1.406  0.005
C  -2.028  0.018  1.290  -1.016
O  -2.055  -0.705  2.279  -0.130
S  -3.239  0.702  0.412  0.438
H  0.255  -1.498  -1.708  0.095
H  0.713  -2.054  -0.027  0.091
H  -0.841  -1.743  -0.354  0.059
H  1.495  1.975  -0.740  0.086
H  2.419  0.590  -0.092  0.089
H  1.722  0.626  -1.814  0.073



# 3
The following is a quantum chemistry calculation of the molecule C4H12N2, from OMol25.

The calculation puts the energy above the lowest of the compared OMol25 structures with the same formula, charge and spin at 0.619 eV. As for the HOMO energy: -9.233 eV. Its LUMO energy is 1.12 eV. As for the SMILES: NCCCCN. The calculated total energy comes out at -269.09359 Eh. The HOMO-LUMO gap comes out at 0.380 hartree. The net charge is 0.

Each line ends with the Löwdin charge.
Element x y z (Å)
N  1.036  -1.419  2.169  -0.013
C  0.575  -1.726  0.815  -0.296
C  0.713  -0.583  -0.181  -0.216
C  -0.098  0.698  0.099  -0.210
C  -1.282  0.951  -0.805  -0.294
N  -1.004  2.109  -1.695  -0.022
H  0.613  -0.557  2.492  0.047
H  2.039  -1.270  2.203  0.063
H  -0.434  -2.110  0.921  0.106
H  1.197  -2.534  0.428  0.105
H  1.776  -0.360  -0.318  0.104
H  0.418  -0.927  -1.174  0.098
H  0.575  1.563  0.065  0.109
H  -0.428  0.687  1.150  0.098
H  -1.563  0.096  -1.431  0.101
H  -2.176  1.205  -0.227  0.104
H  -1.801  2.256  -2.300  0.057
H  -0.156  1.921  -2.212  0.058



# 4
The following is a quantum chemistry calculation of a cluster of 2 separate species, C3H10S2 in total, from OMol25.

The calculation puts the energy above the lowest of the compared OMol25 structures with the same formula, charge and spin at 0.896 eV. As for the HOMO energy: -8.512 eV. Its LUMO energy is 0.89 eV. As for the SMILES: CSC.CS. The calculated total energy comes out at -916.63103 Eh. The HOMO-LUMO gap comes out at 0.345 hartree. The net charge is 0.

Each line ends with the Löwdin charge.
Element x y z (Å)
C  1.402  0.751  -2.381  -0.409
S  1.324  0.809  -0.539  0.724
C  1.735  -0.891  -0.026  -0.439
H  1.652  -0.134  -2.947  0.036
H  2.007  1.608  -2.677  0.014
H  0.413  1.098  -2.730  0.023
H  1.470  -1.009  1.027  0.024
H  1.136  -1.606  -0.610  0.033
H  2.749  -1.276  -0.094  0.028
C  -2.495  -0.267  2.127  -0.475
S  -1.866  1.426  1.767  0.587
H  -1.907  -1.042  1.648  0.021
H  -2.634  -0.224  3.198  0.008
H  -3.519  -0.372  1.723  0.024
H  -1.467  1.131  0.514  -0.199



# 5
The following is a quantum chemistry calculation of a structure of composition C2H3I2NO2, from OMol25.

The calculation puts the energy above the lowest of the compared OMol25 structures with the same formula, charge and spin at 4.997 eV. As for the HOMO energy (alpha / beta): -8.887 / -8.886 eV. Its LUMO energy (alpha / beta) is -2.02 / -2.02 eV. The calculated total energy comes out at -878.42214 Eh. The HOMO-LUMO gap (alpha / beta) comes out at 0.252 / 0.252 hartree. The net charge is 0.

Each line ends with the Löwdin charge.
Element x y z (Å)
C  0.962  -0.232  -0.796  -0.157
C  0.158  -0.683  0.134  -0.478
N  -3.284  -2.418  0.673  -0.645
O  -4.032  -1.684  1.255  0.016
O  -3.505  -3.501  0.246  -0.125
I  1.264  -3.569  -1.446  0.051
I  -1.135  -2.461  -0.204  1.218
H  1.111  -0.541  -1.781  0.003
H  1.519  0.686  -0.553  0.085
H  -0.075  -0.116  1.000  0.033



# 6
The following is a quantum chemistry calculation of the molecule C6H7B, from OMol25.

The calculation puts the energy above the lowest of the compared OMol25 structures with the same formula, charge and spin at 2.842 eV. As for the HOMO energy: -9.666 eV. Its LUMO energy is -0.03 eV. As for the SMILES: C#CCB(C)C#C. The calculated total energy comes out at -257.45035 Eh. The HOMO-LUMO gap comes out at 0.354 hartree. The net charge is 0.

Each line ends with the Löwdin charge.
Element x y z (Å)
C  -2.620  0.896  0.037  0.105
C  -1.443  1.019  -0.049  -0.197
C  -0.007  0.973  -0.119  -0.216
B  0.662  -0.482  -0.169  -0.018
C  -0.819  -1.808  0.045  -0.012
C  2.310  -0.086  -0.134  -0.058
C  3.316  0.512  0.207  0.052
H  -3.662  0.783  0.099  0.025
H  0.616  1.543  0.616  0.121
H  0.428  1.670  -0.860  0.119
H  -1.714  -1.531  -0.556  0.029
H  -0.984  -1.576  1.024  -0.021
H  -0.418  -2.801  -0.299  0.033
H  4.336  0.888  0.157  0.037